1.
{
  "formula": "C37H46HfN5O4",
  "method": "ωB97M-V/def2-TZVPD",
  "orbital_gap_ev": 7.5,
  "e_lumo_ev": -2.06,
  "e_above_lowest_kcal_mol": 0.0,
  "molar_mass_g_mol": 803.3,
  "charge": 1,
  "symbols": ["Hf", "C", "N", "C", "C", "C", "C", "C", "C", "C", "N", "C", "C", "C", "C", "C", "C", "N", "C", "C", "H", "H", "H", "H", "H", "H", "H", "H", "H", "H", "H", "H", "H", "H", "H", "H", "H", "H", "H", "H", "C", "C", "C", "C", "C", "C", "C", "C", "C", "C", "H", "H", "H", "H", "H", "H", "H", "H", "H", "H", "H", "H", "H", "H", "H", "O", "C", "O", "C", "C", "C", "C", "O", "C", "O", "C", "C", "H", "H", "H", "H", "H", "C", "N", "C", "C", "N", "H", "H", "H", "H", "H", "H"],
  "positions_angstrom": [[-0.3741, 0.5668, 0.0023], [-1.5687, -1.5696, 2.4015], [-2.0444, -0.9612, 1.1264], [-2.5342, -2.0746, 0.2953], [-3.1059, -0.0384, 1.5150], [-4.4452, -0.3848, 1.5730], [-5.3809, 0.5539, 1.9817], [-4.9693, 1.8327, 2.3238], [-3.6295, 2.1803, 2.2728], [-2.6741, 1.2390, 1.8861], [-1.3049, 1.4981, 1.7272], [-0.6505, 2.3256, 2.6253], [-1.1462, 2.7314, 3.8725], [-0.4107, 3.5778, 4.6824], [0.8332, 4.0402, 4.2850], [1.3598, 3.6040, 3.0802], [0.6386, 2.7406, 2.2721], [1.1970, 2.1914, 1.0337], [1.4185, 3.3013, 0.0721], [2.5568, 1.6521, 1.3348], [-2.4239, -2.0207, 2.9118], [-0.8369, -2.3427, 2.1835], [-1.1293, -0.8047, 3.0358], [-3.1843, -2.7399, 0.8691], [-3.0833, -1.6845, -0.5513], [-1.6790, -2.6429, -0.0625], [-4.7739, -1.3752, 1.2915], [-6.4282, 0.2898, 2.0213], [-5.6990, 2.5746, 2.6191], [-3.3241, 3.1915, 2.5021], [-2.1055, 2.3768, 4.2182], [-0.8193, 3.8793, 5.6379], [1.3953, 4.7174, 4.9121], [2.3442, 3.9410, 2.7842], [2.1359, 4.0177, 0.4790], [1.8169, 2.8896, -0.8516], [0.4839, 3.8148, -0.1106], [3.2526, 2.4740, 1.5067], [2.5157, 1.0462, 2.2330], [2.9057, 1.0629, 0.4925], [-1.2289, 2.2225, -1.6569], [-0.2907, 1.6879, -2.6064], [-0.7333, 0.4226, -3.0086], [-1.9813, 0.1698, -2.4052], [-2.3008, 1.2559, -1.5565], [-3.6906, 1.6509, -1.1449], [-2.8655, -0.9699, -2.7947], [-0.0436, -0.4967, -3.9622], [0.9406, 2.3618, -3.1274], [-1.5040, 3.6852, -1.4188], [-4.2952, 0.8102, -0.8109], [-4.2003, 2.1004, -2.0039], [-3.6885, 2.3892, -0.3469], [-3.0941, -0.8960, -3.8609], [-3.8180, -0.9594, -2.2683], [-2.3816, -1.9376, -2.6451], [-0.5127, -0.4628, -4.9491], [-0.0927, -1.5324, -3.6218], [1.0061, -0.2332, -4.0917], [0.9479, 2.3345, -4.2185], [1.8525, 1.8646, -2.7870], [0.9841, 3.4091, -2.8352], [-2.3628, 3.9957, -2.0195], [-0.6699, 4.3173, -1.7180], [-1.7429, 3.9122, -0.3765], [1.6126, 0.1316, -1.0051], [1.2926, -1.0674, -1.2909], [0.1376, -1.4598, -0.9500], [2.2459, -1.9799, -1.9422], [3.4988, -1.5131, -2.3191], [4.4230, -2.3475, -2.9443], [4.0314, -3.6464, -3.1650], [4.7386, -4.6471, -3.7426], [3.8686, -5.7792, -3.8021], [2.6689, -5.4380, -3.1108], [2.7763, -4.1195, -2.7845], [1.8580, -3.3130, -2.1722], [3.7448, -0.4783, -2.1252], [5.3989, -1.9986, -3.2484], [4.3449, -6.6260, -3.3073], [3.6396, -6.0026, -4.8467], [0.8768, -3.6627, -1.8854], [2.7843, -3.6255, 1.7162], [2.6295, -2.3426, 2.4030], [3.1135, -2.2254, 3.7788], [1.7433, -1.4962, 1.9601], [0.9859, -0.7271, 1.5489], [3.8352, -3.9093, 1.7373], [2.4710, -3.5186, 0.6794], [2.1906, -4.4023, 2.2025], [4.1682, -2.4932, 3.8033], [2.5564, -2.8877, 4.4446], [3.0026, -1.1982, 4.1176]]
}

2.
{
  "formula": "C18H39IO26PS6Si",
  "method": "ωB97M-V/def2-TZVPD",
  "orbital_gap_ev": 3.9,
  "e_lumo_ev": 1.53,
  "molar_mass_g_mol": 1049.9,
  "charge": -1,
  "symbols": ["C", "Si", "C", "C", "O", "C", "C", "C", "P", "O", "I", "H", "H", "H", "H", "H", "H", "H", "H", "H", "H", "H", "H", "H", "H", "H", "C", "C", "O", "S", "O", "O", "O", "H", "H", "H", "H", "C", "C", "O", "S", "O", "O", "O", "H", "H", "H", "H", "C", "C", "O", "S", "O", "O", "O", "H", "H", "H", "H", "C", "C", "O", "S", "O", "O", "O", "H", "H", "H", "H", "C", "C", "O", "S", "O", "O", "O", "H", "H", "H", "H", "C", "C", "O", "S", "O", "O", "O", "H", "H", "H", "H"],
  "positions_angstrom": [[5.7968, -1.3008, -0.2513], [4.7104, -2.7331, -0.9467], [5.2082, -4.3569, 0.0079], [5.0755, -3.0015, -2.8174], [3.0401, -2.3554, -0.5560], [2.4815, -1.3046, -1.4208], [1.0862, -0.6404, -0.8486], [-0.2760, -1.4630, -1.2417], [-0.0804, -3.3557, -1.0817], [-1.6503, -4.0771, -0.7143], [0.4578, -4.2617, -3.3503], [5.3696, -1.0299, 0.8077], [5.6371, -0.3759, -0.9818], [6.9051, -1.6735, -0.2068], [4.4903, -4.5313, 0.9431], [5.2402, -5.2899, -0.7146], [6.3043, -4.2127, 0.4225], [5.8115, -2.1487, -3.2130], [4.1268, -3.1033, -3.4958], [5.7069, -4.0080, -2.9223], [3.2720, -0.4114, -1.4710], [2.3184, -1.6506, -2.5493], [1.1342, -0.4230, 0.3122], [0.9845, 0.4326, -1.3622], [-1.0677, -1.1711, -0.4011], [-1.9965, -4.3922, -1.6186], [1.6011, 5.4170, -0.5980], [0.4371, 4.5058, -0.9784], [0.9636, 3.1823, -0.9165], [2.1052, 3.1200, 0.2468], [1.4959, 2.5971, 1.4495], [3.3123, 2.5716, -0.3265], [2.3034, 4.7273, 0.4346], [2.2853, 5.5553, -1.4414], [1.2618, 6.3934, -0.2419], [0.0494, 4.7203, -1.9771], [-0.3762, 4.5802, -0.2488], [0.3544, -8.2392, -3.9999], [1.4579, -8.5310, -2.9865], [1.7111, -9.9293, -3.1028], [1.4542, -10.3877, -4.6468], [2.7301, -10.4188, -5.3266], [0.5355, -11.5024, -4.6457], [0.6518, -9.0542, -5.1324], [-0.6251, -8.5382, -3.6130], [0.3252, -7.1845, -4.2862], [1.1639, -8.2759, -1.9656], [2.3797, -7.9984, -3.2434], [-2.5369, 0.1650, 1.9903], [-3.2505, 1.4824, 1.6991], [-2.5039, 2.4742, 2.4002], [-0.9347, 2.0304, 2.4345], [-0.2476, 2.7189, 1.3644], [-0.4822, 2.0570, 3.8059], [-1.1448, 0.4768, 1.9871], [-2.7987, -0.2140, 2.9835], [-2.7582, -0.5990, 1.2403], [-4.2909, 1.4752, 2.0330], [-3.2129, 1.7234, 0.6315], [-5.4171, 5.9341, 2.6150], [-5.2199, 6.5453, 1.2303], [-5.3168, 5.4506, 0.3219], [-6.3590, 4.3512, 0.9265], [-7.6501, 4.5680, 0.3124], [-5.7038, 3.0641, 0.9481], [-6.4168, 4.9299, 2.4495], [-4.5008, 5.4480, 2.9654], [-5.7393, 6.6752, 3.3513], [-4.2538, 7.0455, 1.1296], [-6.0220, 7.2524, 0.9938], [-5.4186, 0.5774, -3.1138], [-5.1985, -0.9228, -2.9378], [-3.7876, -1.0801, -2.8062], [-3.1738, 0.2394, -2.0695], [-3.0224, -0.0589, -0.6626], [-2.1002, 0.7595, -2.8839], [-4.4751, 1.2052, -2.2473], [-5.1995, 0.8902, -4.1398], [-6.4363, 0.8788, -2.8519], [-5.5736, -1.5010, -3.7856], [-5.6660, -1.2841, -2.0158], [3.7587, 3.9154, 5.9055], [2.7490, 4.4974, 6.8912], [1.4706, 4.2115, 6.3283], [1.5559, 2.8051, 5.5067], [1.0650, 1.7503, 6.3656], [1.0583, 3.0265, 4.1689], [3.1813, 2.6950, 5.4445], [3.8931, 4.5759, 5.0428], [4.7290, 3.7257, 6.3722], [2.8767, 5.5734, 7.0316], [2.8108, 3.9941, 7.8619]]
}

3.
{
  "formula": "C18H33BBrClF4KN2NaO6Si",
  "method": "ωB97M-V/def2-TZVPD",
  "orbital_gap_ev": 5.7,
  "e_lumo_ev": -1.41,
  "molar_mass_g_mol": 665.8,
  "symbols": ["C", "Si", "C", "C", "O", "C", "C", "C", "C", "C", "Cl", "C", "O", "O", "H", "H", "H", "H", "H", "H", "H", "H", "H", "H", "H", "H", "H", "H", "H", "H", "H", "C", "C", "C", "O", "C", "H", "H", "H", "H", "H", "H", "H", "H", "K", "N", "C", "C", "C", "C", "H", "H", "H", "H", "H", "B", "F", "F", "F", "F", "C", "N", "O", "O", "H", "H", "H", "Na", "Br"],
  "positions_angstrom": [[-1.7801, 0.3512, -0.0231], [-0.0120, 0.0539, -0.5230], [0.0454, -1.6323, -1.3251], [1.0330, 0.0162, 1.0002], [0.3508, 1.2921, -1.5926], [1.6795, 1.7191, -1.8239], [1.7644, 3.2044, -1.4919], [1.6730, 3.4675, -0.0014], [2.0828, 4.9027, 0.3912], [2.5963, 4.6910, 1.8052], [1.1293, 4.2742, 2.8024], [3.2894, 3.3496, 1.6092], [4.3265, 3.0081, 2.0942], [2.5382, 2.6245, 0.7839], [-2.4059, 0.3348, -0.9201], [-1.9651, 1.3044, 0.5035], [-2.0533, -0.4662, 0.6433], [-0.5169, -2.3122, -0.6776], [1.0409, -2.0676, -1.3989], [-0.4618, -1.6568, -2.2921], [0.8469, -0.9409, 1.4913], [0.7271, 0.7940, 1.6986], [2.1069, 0.0712, 0.8311], [1.8904, 1.6021, -2.8919], [2.4282, 1.1312, -1.2879], [2.6686, 3.6655, -1.8997], [0.8914, 3.6783, -1.9416], [0.6166, 3.3810, 0.2701], [1.3079, 5.6512, 0.2665], [2.9686, 5.1750, -0.1956], [3.2095, 5.4738, 2.2346], [-5.7013, 2.6615, 1.3306], [-5.8998, 3.5962, 0.1391], [-4.6103, 3.3653, -0.6423], [-4.2311, 2.0081, -0.3889], [-4.9810, 1.4923, 0.6711], [-6.6277, 2.3712, 1.8278], [-5.0425, 3.1241, 2.0669], [-6.7643, 3.2793, -0.4498], [-6.0432, 4.6372, 0.4211], [-3.8029, 4.0129, -0.2914], [-4.7306, 3.5021, -1.7171], [-5.7044, 0.7582, 0.2575], [-4.3118, 0.9899, 1.3910], [2.2647, 4.2697, 5.0995], [1.1189, -6.4732, -0.8792], [0.7257, -5.4751, -1.7248], [-0.6363, -5.5555, -1.8519], [-1.0775, -6.6450, -1.0485], [0.0318, -7.1889, -0.4584], [2.0665, -6.6511, -0.6037], [1.4416, -4.8007, -2.1575], [-1.2476, -4.9035, -2.4538], [-2.0906, -6.9880, -0.9171], [0.1389, -8.0164, 0.2213], [1.1280, -2.1295, 3.9689], [1.8327, -2.8762, 3.0126], [1.8530, -0.9658, 4.3067], [-0.1138, -1.7171, 3.4135], [0.9013, -2.9045, 5.1140], [5.2460, -3.3556, -2.7990], [3.8333, -3.8248, -2.7309], [3.1338, -3.3720, -1.8496], [3.4835, -4.6312, -3.5679], [5.4047, -2.6477, -1.9948], [5.8816, -4.2294, -2.6945], [5.3852, -2.8962, -3.7726], [-4.3249, -0.9931, 1.6798], [-1.9464, 3.0319, 1.9332]]
}

4.
{
  "formula": "C37H28BrIrN6O5",
  "method": "ωB97M-V/def2-TZVPD",
  "orbital_gap_ev": [6.9, 5.4],
  "e_lumo_ev": [-3.68, -5.17],
  "e_above_lowest_kcal_mol": 3.9,
  "spin_multiplicity": 2,
  "molar_mass_g_mol": 908.8,
  "charge": 1,
  "symbols": ["Ir", "C", "C", "C", "C", "C", "C", "N", "C", "C", "C", "C", "C", "N", "C", "C", "C", "C", "C", "C", "N", "H", "H", "H", "H", "H", "H", "H", "H", "H", "H", "H", "H", "H", "H", "H", "O", "C", "C", "C", "C", "C", "C", "C", "O", "N", "N", "C", "C", "C", "C", "C", "C", "C", "O", "H", "H", "H", "H", "H", "H", "H", "H", "H", "H", "Br", "C", "C", "N", "C", "C", "C", "C", "O", "O", "H", "H", "H"],
  "positions_angstrom": [[-0.6719, -0.2525, 0.6636], [-1.2359, 1.4302, 3.7729], [-1.6892, 0.0122, 3.6394], [-2.5751, -0.4797, 4.5951], [-3.0103, -1.7825, 4.5399], [-2.5019, -2.6083, 3.5509], [-1.6136, -2.0904, 2.6329], [-1.2431, -0.7810, 2.6483], [-0.9911, -2.9486, 1.5985], [-1.0076, -4.3268, 1.7088], [-0.3281, -5.0795, 0.7676], [0.3913, -4.4278, -0.2086], [0.4030, -3.0369, -0.2697], [-0.3331, -2.3218, 0.6026], [1.3112, -2.3727, -1.2441], [1.6631, -2.9876, -2.4360], [2.5948, -2.3526, -3.2443], [3.1471, -1.1591, -2.8270], [2.7252, -0.5977, -1.6186], [3.3035, 0.6899, -1.1128], [1.8026, -1.1964, -0.8672], [-1.2836, 1.7157, 4.8219], [-1.8876, 2.1046, 3.2160], [-0.2201, 1.5754, 3.4321], [-2.9151, 0.1914, 5.3708], [-3.7227, -2.1596, 5.2609], [-2.8120, -3.6389, 3.4882], [-1.5138, -4.8113, 2.5278], [-0.3232, -6.1594, 0.8263], [0.9979, -4.9921, -0.8993], [1.2134, -3.9174, -2.7534], [2.8820, -2.7920, -4.1904], [3.8848, -0.6455, -3.4286], [3.9143, 1.1740, -1.8732], [3.9365, 0.4925, -0.2452], [2.5140, 1.3776, -0.8159], [3.5646, 0.1433, 2.0899], [3.5444, 1.4882, 2.2008], [4.7234, 2.1016, 2.6235], [4.7989, 3.4721, 2.7320], [3.7002, 4.2743, 2.4181], [2.5330, 3.6802, 2.0029], [2.4262, 2.2842, 1.8936], [1.1609, 1.7005, 1.4490], [1.0518, 0.3738, 1.4645], [0.1671, 2.4643, 1.1085], [-0.9163, 1.7232, 0.7223], [-1.9540, 2.3215, 0.2764], [-3.1254, 1.6462, -0.2451], [-4.0937, 2.4621, -0.8453], [-5.2549, 1.9440, -1.3801], [-5.4794, 0.5746, -1.3081], [-4.5475, -0.2533, -0.7096], [-3.3651, 0.2587, -0.1850], [-2.5342, -0.6381, 0.3944], [2.6929, -0.1587, 1.7803], [5.5689, 1.4670, 2.8540], [5.7248, 3.9268, 3.0598], [3.7655, 5.3500, 2.4984], [1.6688, 4.2780, 1.7501], [-1.9267, 3.4054, 0.2495], [-3.9093, 3.5286, -0.8926], [-5.9782, 2.5986, -1.8454], [-6.3843, 0.1468, -1.7186], [-4.7113, -1.3213, -0.6479], [1.7001, 1.7593, -7.0050], [0.7855, 0.7372, -5.7125], [0.2765, -0.5118, -6.0556], [-0.3724, -1.2801, -5.1905], [-0.5302, -0.8377, -3.9460], [-0.0447, 0.3917, -3.5182], [0.6227, 1.2032, -4.4253], [-0.1341, 0.8409, -2.0877], [0.2522, 1.9320, -1.7364], [-0.6199, -0.1091, -1.3150], [0.4016, -0.8930, -7.0622], [-1.0608, -1.4839, -3.2589], [1.0070, 2.1634, -4.1075]]
}